Density functional theory data (ωB97M-V/def2-TZVPD) for 7 unconnected molecules or ions with the total composition C25H57ClN7O11PS.

Each atom is followed by the atoms it is bonded to, with distances in Å.
Element x y z (Å)
1 H -1.31319 -2.07464 -2.29894  C95 1.085
2 H -1.95543 7.90436 2.00711  C81 1.091
3 H -0.26187 8.36107 2.25874  C81 1.091
4 C 4.03678 3.60035 -2.08393  N17 1.453, H50 1.084, H59 1.091, H98 1.092
5 H 0.06457 3.62636 2.40458  C56 1.086
6 H 1.87723 -5.45530 -4.17747  N12 1.007
7 H -1.62596 -2.00556 -0.52794  C95 1.096
8 H 2.73828 0.89243 4.41756  O88 0.965
9 H -3.81922 0.87321 -0.77263  C91 1.082
10 H -3.55515 1.91679 4.83513  C18 1.090
11 C 2.22959 -0.85136 -0.82552  C28 1.527, H32 1.086, H43 1.087, O78 1.437
12 N 0.95217 -5.73640 -3.89569  H6 1.007, C68 1.451, C75 1.358
13 H 4.52308 6.43409 -2.69328  C31 1.090
14 C -3.78211 -1.45002 -1.87913  N24 1.418, O54 1.223, C101 1.504
15 H -1.14564 7.11374 4.22898  N99 1.007
16 C 5.60428 1.49733 0.70101  C38 1.510, N55 1.357, O79 1.221
17 N 5.44752 3.92954 -1.97236  C4 1.453, C39 1.359, H46 1.007
18 C -3.55288 2.12489 3.76504  H10 1.090, H62 1.091, H87 1.085, C92 1.510
19 C -0.20719 -0.57894 -1.25583  C28 1.537, H51 1.088, H64 1.089, C95 1.524
20 O -4.03424 0.39786 2.17717  C92 1.221
21 H -1.90343 -0.56739 2.68298  N72 1.008
22 H -5.29035 -5.38788 -1.50312  N69 1.008
23 H 7.42805 3.46024 0.97225  C76 1.083
24 N -2.65740 -0.60445 -1.69994  C14 1.418, C91 1.463, C95 1.472
25 H 8.01297 3.13045 -0.66705  C76 1.091
26 O 1.20186 -4.27399 -2.21478  C75 1.221
27 H -7.63866 -7.21998 -1.80233  C58 1.084
28 C 1.05541 -1.35500 -1.66138  C11 1.527, C19 1.537, H61 1.090, H97 1.084
29 S 2.72090 -0.60020 1.68539  O47 1.699, O52 1.444, O78 1.608
30 H -0.92906 -6.51630 -2.02433  C60 1.091
31 C 5.30916 5.98759 -3.30311  H13 1.090, C39 1.511, H44 1.085, H45 1.090
32 H 3.17290 -1.12203 -1.29161  C11 1.086
33 H -5.97615 -7.69116 -2.17179  C58 1.092
34 H -2.78286 -0.01004 0.34194  C91 1.093
35 H 0.14821 -6.37931 -5.71829  C68 1.091
36 P 2.01947 -1.08582 4.41940  O47 1.640, O88 1.629, Cl93 2.073
37 H -5.27653 -0.59431 -0.54855  C101 1.084
38 C 5.15008 2.61040 1.61406  C16 1.510, H66 1.086, H82 1.092, H83 1.090
39 C 6.11039 4.99454 -2.49468  N17 1.359, C31 1.511, O85 1.221
40 H -0.66224 6.94541 1.27960  C81 1.084
41 H -8.02566 -6.91705 0.45651  C103 1.091
42 H -1.27284 1.58890 4.67665  C94 1.085
43 H 2.17268 0.23324 -0.77710  C11 1.087
44 H 5.97483 6.77195 -3.64761  C31 1.085
45 H 4.85748 5.50218 -4.16872  C31 1.090
46 H 6.03964 3.30714 -1.44671  N17 1.007
47 O 1.66581 -1.27983 2.83000  S29 1.699, P36 1.640
48 H -1.01068 4.67635 1.47102  C56 1.091
49 H -0.83281 -0.11611 4.86866  C94 1.090
50 H 3.51175 4.34442 -2.67228  C4 1.084
51 H -0.11262 -0.32969 -0.20052  C19 1.088
52 O 2.20846 0.74735 1.59620  S29 1.444
53 H -8.43531 -5.33668 1.13987  C103 1.085
54 O -3.88017 -2.10380 -2.90831  C14 1.223
55 N 6.83520 1.60928 0.14002  C16 1.357, H57 1.008, C76 1.459
56 C -0.17877 4.65975 2.17640  H5 1.086, H48 1.091, C65 1.512, H80 1.091
57 H 7.08216 0.83766 -0.45974  N55 1.008
58 C -6.67841 -6.85581 -2.14961  H27 1.084, H33 1.092, N69 1.450, H96 1.091
59 H 3.91819 2.62658 -2.56121  C4 1.091
60 C -0.87461 -5.45749 -2.28022  H30 1.091, H67 1.085, C75 1.511, H90 1.091
61 H 0.89299 -2.38903 -1.35652  C28 1.090
62 H -2.80618 2.89104 3.55002  C18 1.091
63 H -2.09962 1.19456 -0.74123  C91 1.085
64 H -0.25308 0.35166 -1.81929  C19 1.089
65 C -0.56230 5.37895 3.44967  C56 1.512, O73 1.220, N99 1.359
66 H 4.15203 2.37543 1.97091  C38 1.086
67 H -1.08492 -4.87065 -1.39175  C60 1.085
68 C 0.26631 -6.73557 -4.69379  N12 1.451, H35 1.091, H86 1.084, H100 1.091
69 N -6.17872 -5.80831 -1.27991  H22 1.008, C58 1.450, C89 1.361
70 O -6.21256 -4.40210 0.46262  C89 1.218
71 H -0.09206 0.85412 3.57542  C94 1.092
72 N -2.05537 0.26736 3.22708  H21 1.008, C92 1.358, C94 1.454
73 O -0.57375 4.82173 4.53526  C65 1.220
74 H 8.72532 2.28078 0.71877  C76 1.091
75 C 0.50581 -5.10222 -2.78033  N12 1.358, O26 1.221, C60 1.511
76 C 7.80137 2.68966 0.30842  H23 1.083, H25 1.091, N55 1.459, H74 1.091
77 H -4.44723 -2.00731 0.08893  C101 1.088
78 O 2.09195 -1.45069 0.47376  C11 1.437, S29 1.608
79 O 4.89622 0.53112 0.46220  C16 1.221
80 H 0.69341 5.13377 1.72472  C56 1.091
81 C -0.94618 7.51736 2.15552  H2 1.091, H3 1.091, H40 1.084, N99 1.451
82 H 5.12135 3.56029 1.07653  C38 1.092
83 H 5.82277 2.70366 2.46707  C38 1.090
84 H -8.84215 -5.69652 -0.54462  C103 1.091
85 O 7.30908 5.12812 -2.30762  C39 1.221
86 H -0.71507 -6.94711 -4.28528  C68 1.084
87 H -4.53176 2.49709 3.48045  C18 1.085
88 O 3.19312 0.04296 4.46129  H8 0.965, P36 1.629
89 C -6.76229 -5.28840 -0.16616  N69 1.361, O70 1.218, C103 1.511
90 H -1.62721 -5.23099 -3.03675  C60 1.091
91 C -2.84703 0.41186 -0.66463  H9 1.082, N24 1.463, H34 1.093, H63 1.085
92 C -3.25019 0.86617 2.98831  C18 1.510, O20 1.221, N72 1.358
93 Cl 3.08044 -2.80723 4.87586  P36 2.073
94 C -1.00745 0.68035 4.14584  H42 1.085, H49 1.090, H71 1.092, N72 1.454
95 C -1.46175 -1.42430 -1.44305  H1 1.085, H7 1.096, C19 1.524, N24 1.472
96 H -6.79635 -6.47370 -3.16502  C58 1.091
97 H 1.26768 -1.28605 -2.72200  C28 1.084
98 H 3.58326 3.55210 -1.09176  C4 1.092
99 N -0.90063 6.69138 3.34811  H15 1.007, C65 1.359, C81 1.451
100 H 0.84446 -7.66087 -4.71128  C68 1.091
101 C -4.84179 -1.55091 -0.81673  C14 1.504, H37 1.084, H77 1.088, H102 1.082
102 H -5.64533 -2.18811 -1.16313  C101 1.082
103 C -8.10427 -5.85037 0.24350  H41 1.091, H53 1.085, H84 1.091, C89 1.511

Its total charge is 0. For the highest occupied orbital energy, the calculation gives -8.5 eV. For the electronic energy, the calculation gives -92452.6056 eV. For the largest force on an atom, the calculation gives 1.61 eV/A.